[1]
Computed, not measured: a cluster of 5 separate species, C21H49FN2O13S3 in total, with the ωB97M-V functional and the def2-TZVPD basis.

```
89
C21H49FN2O13S3, DFT the ωB97M-V functional and the def2-TZVPD basis
O 2.220 3.312 -1.196
S 2.058 2.333 -2.232
O 0.976 1.402 -2.151
O 1.960 3.118 -3.617
C 3.571 1.427 -2.454
C 4.289 1.205 -1.124
C 3.420 0.515 -0.067
C 4.285 -0.150 1.016
N 3.930 0.212 2.412
N 4.915 -0.380 3.278
C 4.548 -1.087 4.198
S 4.124 -1.920 5.433
S 3.958 1.874 2.727
O 4.578 2.606 1.681
O 4.261 2.099 4.088
F 2.423 2.101 2.562
H 1.719 4.042 -3.439
H 3.300 0.489 -2.940
H 4.194 1.997 -3.142
H 5.148 0.564 -1.345
H 4.680 2.148 -0.744
H 2.714 1.226 0.356
H 2.836 -0.263 -0.561
H 4.126 -1.227 0.967
H 5.354 0.030 0.876
C -0.110 -3.699 3.850
O -1.021 -2.704 3.418
C -0.476 -1.395 3.420
C 0.037 -0.985 2.053
O 1.113 -1.796 1.613
C 0.713 -2.845 0.744
H -0.479 -4.661 3.497
H 0.884 -3.527 3.432
H -0.039 -3.722 4.943
H 0.333 -1.316 4.155
H -1.273 -0.710 3.722
H 0.405 0.044 2.106
H -0.780 -1.013 1.324
H 0.549 -2.460 -0.269
H -0.197 -3.334 1.086
H 1.517 -3.579 0.716
C -0.726 -5.037 -1.841
O -1.185 -5.026 -0.504
C -2.559 -4.698 -0.366
C -3.442 -5.916 -0.216
O -3.429 -6.747 -1.365
C -2.549 -7.849 -1.262
H 0.236 -5.549 -1.853
H -1.417 -5.564 -2.502
H -0.587 -4.016 -2.215
H -2.892 -4.095 -1.218
H -2.661 -4.085 0.533
H -4.471 -5.574 -0.071
H -3.147 -6.486 0.671
H -2.982 -8.639 -0.639
H -1.583 -7.557 -0.843
H -2.397 -8.240 -2.267
C -5.681 -2.661 -0.817
O -4.705 -2.405 0.177
C -3.974 -1.210 -0.029
C -4.493 -0.059 0.806
O -5.817 0.307 0.462
C -6.804 -0.251 1.309
H -6.355 -3.420 -0.423
H -6.255 -1.765 -1.059
H -5.215 -3.045 -1.732
H -3.978 -0.937 -1.089
H -2.937 -1.409 0.263
H -3.856 0.811 0.629
H -4.431 -0.314 1.870
H -6.854 0.291 2.259
H -6.613 -1.307 1.512
H -7.762 -0.154 0.800
C 1.872 9.590 -1.801
O 2.260 8.527 -0.951
C 1.278 7.514 -0.818
C 1.548 6.322 -1.710
O 1.500 6.634 -3.099
C 2.772 6.912 -3.661
H 2.772 10.150 -2.051
H 1.410 9.226 -2.721
H 1.171 10.260 -1.292
H 0.281 7.919 -1.025
H 1.296 7.173 0.220
H 0.780 5.567 -1.526
H 2.515 5.876 -1.464
H 3.338 5.990 -3.837
H 3.361 7.566 -3.017
H 2.605 7.406 -4.617
```

Values from the calculation:
Lowest unoccupied orbital energy ... -0.4 eV
Gap between HOMO and LUMO ... 8.77 eV
Electronic energy ... -3211.352343 hartree
E_HOMO ... -9.2 eV


[2]
Computed, not measured: a structure of composition C21H49InN3O6S in a non-equilibrium geometry, with the ωB97M-V functional and the def2-TZVPD basis.

```
81
C21H49InN3O6S, DFT the ωB97M-V functional and the def2-TZVPD basis
C 0.042 -2.027 -0.721
C 1.137 -1.995 -1.944
C 2.391 -0.963 -1.727
C 3.300 -1.240 -0.391
O 2.625 -0.975 0.889
In 2.738 -2.617 2.201
C 0.689 -3.425 2.835
C 4.047 -4.318 1.484
C 3.278 -5.477 0.616
C 2.828 -6.785 1.515
O 2.161 -4.941 -0.231
N 3.685 -1.849 4.009
C 2.807 -2.058 5.060
S 1.502 -2.145 6.176
H 0.357 -2.851 0.069
H -1.043 -2.337 -1.101
H 0.035 -1.002 -0.147
H 1.468 -3.104 -2.238
H 0.545 -1.601 -2.903
H 3.117 -1.123 -2.661
H 2.094 0.183 -1.766
H 4.211 -0.471 -0.447
H 3.808 -2.312 -0.440
H 0.051 -2.528 3.257
H 0.837 -4.210 3.699
H 0.134 -4.007 1.961
H 4.878 -3.843 0.774
H 4.573 -4.781 2.437
H 4.071 -5.892 -0.175
H 2.080 -6.526 2.386
H 2.336 -7.600 0.810
H 3.829 -7.263 1.939
H 2.620 -4.197 -0.745
C -0.999 4.731 -6.354
O 0.177 5.434 -5.974
C 0.037 6.152 -4.741
C 0.865 5.489 -3.627
N 0.294 4.198 -3.231
C 1.184 3.386 -2.395
C 2.536 2.952 -2.999
O 2.423 2.018 -4.074
C 2.153 2.604 -5.340
H -0.871 4.387 -7.384
H -1.154 3.858 -5.722
H -1.880 5.383 -6.317
H -1.012 6.272 -4.447
H 0.444 7.154 -4.920
H 0.895 6.153 -2.756
H 1.886 5.372 -4.004
H 0.070 3.664 -4.065
H 0.626 2.478 -2.136
H 1.367 3.918 -1.454
H 3.085 2.426 -2.209
H 3.168 3.801 -3.283
H 2.617 3.589 -5.453
H 1.075 2.666 -5.498
H 2.554 1.946 -6.113
C -5.846 0.823 1.334
O -4.669 1.526 1.714
C -4.809 2.244 2.947
C -3.981 1.581 4.061
N -4.553 0.290 4.457
C -3.662 -0.522 5.293
C -2.310 -0.955 4.689
O -2.424 -1.890 3.614
C -2.693 -1.303 2.348
H -5.717 0.479 0.304
H -6.001 -0.050 1.966
H -6.726 1.475 1.371
H -5.858 2.364 3.241
H -4.402 3.247 2.768
H -3.951 2.245 4.932
H -2.960 1.465 3.684
H -4.776 -0.244 3.623
H -4.221 -1.429 5.552
H -3.479 0.011 6.234
H -1.761 -1.482 5.478
H -1.679 -0.107 4.405
H -2.229 -0.319 2.235
H -3.771 -1.242 2.190
H -2.293 -1.962 1.575
```

Values from the calculation:
Lowest unoccupied orbital energy ... 2.2 eV
Gap between HOMO and LUMO ... 7.15 eV
Electronic energy ... -2033.315349 hartree
Charge ... -1
E_HOMO ... -4.9 eV


[3]
Computed, not measured: a cluster of 6 separate species, C21H49N5O8 in total in a non-equilibrium geometry, with the ωB97M-V functional and the def2-TZVPD basis.

```
83
C21H49N5O8, DFT the ωB97M-V functional and the def2-TZVPD basis
C 3.274 2.715 2.324
O 2.754 1.876 3.358
C 3.323 2.011 4.648
C 2.535 1.113 5.673
O 3.270 0.181 6.353
C 3.914 -0.879 5.537
C 5.388 -1.143 5.930
O 6.183 0.016 5.792
C 7.589 -0.195 6.017
H 4.346 2.556 2.211
H 2.995 3.763 2.434
H 2.782 2.318 1.437
H 3.227 3.044 4.979
H 4.378 1.763 4.527
H 1.659 0.632 5.239
H 2.104 1.771 6.427
H 3.783 -0.650 4.480
H 3.385 -1.802 5.773
H 5.876 -1.867 5.278
H 5.388 -1.488 6.964
H 7.839 -0.368 7.064
H 8.177 0.675 5.724
H 7.884 -1.027 5.378
C -5.018 -5.286 3.861
N -4.164 -6.222 3.020
C -2.699 -6.210 3.284
C -4.640 -7.096 2.049
O -3.924 -7.856 1.377
H -5.044 -5.635 4.893
H -6.082 -5.351 3.632
H -4.688 -4.252 3.752
H -2.208 -5.344 2.840
H -2.462 -6.169 4.347
H -2.258 -7.099 2.831
H -5.739 -7.024 2.039
C -0.912 5.959 -2.726
N 0.456 6.135 -3.109
C 1.008 7.435 -2.764
C 1.132 5.200 -3.732
O 2.390 5.257 -3.927
H -1.078 6.073 -1.654
H -1.337 5.036 -3.119
H -1.448 6.755 -3.242
H 2.087 7.514 -2.628
H 0.733 8.237 -3.450
H 0.546 7.807 -1.850
H 0.509 4.314 -3.933
C 3.413 -3.822 -2.676
N 3.312 -3.332 -1.324
C 3.000 -1.909 -1.080
C 3.650 -4.255 -0.370
O 3.874 -3.986 0.808
H 4.363 -3.618 -3.170
H 2.607 -3.558 -3.360
H 3.371 -4.908 -2.750
H 2.095 -1.743 -1.663
H 2.887 -1.775 -0.004
H 3.727 -1.193 -1.463
H 3.633 -5.314 -0.670
C -2.727 -0.396 1.108
N -3.220 -0.286 -0.281
C -2.997 -1.434 -1.136
C -3.983 0.722 -0.690
O -4.396 1.728 -0.063
H -3.138 0.344 1.795
H -1.647 -0.289 1.203
H -3.040 -1.392 1.424
H -3.780 -2.179 -0.990
H -2.862 -1.227 -2.197
H -2.182 -2.075 -0.801
H -4.339 0.567 -1.719
C -6.002 1.708 -8.452
N -4.702 2.229 -8.007
C -4.643 3.690 -7.906
C -3.855 1.402 -7.367
O -2.836 1.804 -6.730
H -6.802 2.098 -7.824
H -5.962 0.619 -8.433
H -6.082 2.004 -9.498
H -5.429 4.185 -7.335
H -3.716 4.012 -7.433
H -4.672 4.045 -8.936
H -4.134 0.338 -7.349
```

Values from the calculation:
Lowest unoccupied orbital energy ... 0.2 eV
Gap between HOMO and LUMO ... 9.36 eV
Electronic energy ... -1705.093730 hartree
E_HOMO ... -9.2 eV